C3H7N3O | the ωB97M-V functional and the def2-TZVPD basis

Structure (XYZ):
```
14
Properties=species:S:1:pos:R:3:forces:R:3
C 2.006482 0.356523 -0.119455 0.093 0.037 -0.144
N 1.115866 -0.069121 0.946707 -0.179 0.011 0.135
C -0.201839 -0.378626 0.728256 -0.034 0.014 0.243
O -0.385577 -0.709115 -0.591773 0.045 0.006 0.050
N -1.164281 -0.479013 1.547781 0.288 0.068 -0.135
C -1.585620 -0.409575 -1.177471 -0.250 0.218 -0.087
N -2.047950 0.757720 -1.175642 0.104 -0.419 -0.035
H 1.581409 1.172408 -0.715193 0.072 -0.101 0.094
H 2.234955 -0.478712 -0.786615 -0.016 0.130 0.079
H 2.939597 0.700054 0.333042 -0.137 -0.057 -0.068
H 1.326391 0.247894 1.878902 -0.041 -0.045 -0.123
H -0.886071 -0.197730 2.484107 -0.026 -0.021 -0.073
H -2.004981 -1.292003 -1.666013 0.013 0.138 0.020
H -2.928383 0.779296 -1.686633 0.068 0.021 0.043
```
Forces are in eV/Å.

Summary:
SMILES string	[H]/N=C/O/C(=N/[H])NC
Kohn-Sham gap	9.98	eV
HOMO energy	-9.04	eV
2S+1	1
ΔE to the lowest compared entry with this formula, charge and spin	33.46	kcal per mole
electronic energy	-9741.58256	eV

Atom charges from the natural (NBO) analysis, given in e for atoms 1 to 4:
1. C -0.407
2. N -0.631
3. C 0.705
4. O -0.535